1.
83
Properties=species:S:1:pos:R:3 method="wB97M-V/def2-TZVPD" smiles="COB(O)[PH](CCCCCOC(C)=O)([C@H](I)[C@H](C)I)N(C)C(C)=O.ClCCl.ClCCl.ClCCl.ClCCl.ClCCl.ClCCl" energy_ha=-7701.5296 e_lumo_ev=0.082 homo_ev=-8.54 molar_mass_g_mol=1096.58 orbital_gap_ev=8.618 largest_force_ev_per_a=2.2 total_charge=0
C -1.6402 1.4272 2.8136
O -0.5439 0.6270 3.2755
B -0.3758 -0.5953 2.6621
O -1.1885 -1.6334 3.0426
P 0.8828 -0.9367 1.2344
C 1.1232 -2.6109 0.4935
C 1.3958 -2.5421 -1.0189
C 2.8343 -2.1388 -1.3628
C 3.0649 -0.6462 -1.6052
C 4.3288 -0.4380 -2.4552
O 4.9388 0.8289 -2.1710
C 4.1443 1.9003 -2.3652
C 4.3690 3.0411 -1.4148
O 3.3113 1.9826 -3.2643
C 2.3930 -1.1708 2.4594
I 2.0406 -2.8366 3.8193
C 2.9366 0.0443 3.2549
C 2.5681 0.1647 4.7409
I 2.6128 1.9882 2.3600
N -0.5028 -0.5192 0.0912
C -1.5891 -1.4605 -0.1105
C -0.3394 0.4306 -0.9098
C -0.0961 1.8591 -0.4848
O -0.4468 0.1868 -2.1128
H -2.3088 1.6329 3.6431
H -1.2523 2.3813 2.4703
H -2.1467 0.9607 1.9712
H -2.0436 -1.2793 3.3103
H 1.6542 0.0335 0.5826
H 2.0105 -3.0842 0.8956
H 0.2980 -3.2713 0.7480
H 1.2799 -3.5676 -1.3614
H 0.6485 -1.9675 -1.5547
H 3.4674 -2.4333 -0.5244
H 3.1882 -2.7111 -2.2160
H 2.2404 -0.2116 -2.1580
H 3.2628 -0.1408 -0.6638
H 5.0483 -1.2193 -2.2512
H 4.0196 -0.4792 -3.4946
H 4.9032 2.7387 -0.5215
H 4.9340 3.8182 -1.9186
H 3.4151 3.4568 -1.1193
H 3.2282 -1.5369 1.8686
H 4.0135 -0.0581 3.2645
H 3.2295 -0.4276 5.3576
H 2.7585 1.1932 5.0260
H 1.5173 -0.0067 4.9391
H -1.6168 -2.2705 0.6079
H -2.5517 -0.9483 -0.0564
H -1.5553 -1.9022 -1.1070
H 0.0612 1.9667 0.5805
H -1.0373 2.3440 -0.7210
H 0.6777 2.3156 -1.0894
Cl -3.4204 4.2348 -2.1608
C -3.9695 2.5620 -1.9934
Cl -3.8222 1.9921 -0.3263
H -5.0099 2.5058 -2.2884
H -3.3592 1.9309 -2.6295
Cl -1.4710 -4.5582 -2.5919
C -1.8639 -5.0237 -0.9339
Cl -0.4215 -5.4846 -0.0111
H -2.3327 -4.1901 -0.4374
H -2.5373 -5.8718 -0.9650
Cl -4.9128 -3.2067 -0.2590
C -5.5225 -3.4683 1.3811
Cl -4.2139 -3.8990 2.4886
H -5.9851 -2.5519 1.7265
H -6.2463 -4.2739 1.3613
Cl -3.6603 -2.2171 -3.0282
C -4.7539 -3.2264 -3.9789
Cl -6.2784 -2.4035 -4.3322
H -4.2680 -3.4750 -4.9145
H -4.9692 -4.1270 -3.4153
Cl 3.6288 3.4381 6.6781
C 4.6821 3.7829 5.3011
Cl 5.7721 2.4382 4.9438
H 4.0650 3.9635 4.4285
H 5.2788 4.6562 5.5345
Cl -6.0824 6.8880 -4.9750
C -4.3168 6.8530 -4.8850
Cl -3.5800 6.6355 -6.4764
H -3.9728 7.7923 -4.4695
H -4.0226 6.0253 -4.2520



2.
80
Properties=species:S:1:pos:R:3 method="wB97M-V/def2-TZVPD" smiles=CCCCCCCCCC[SiH2]C[C@@H](O)C(F)(F)F.ClCCl.ClCCl.ClCCl.ClCCl.ClCCl.ClCCl.ClCCl energy_ha=-7893.6387 e_lumo_ev=0.458 homo_ev=-10.07 molar_mass_g_mol=878.97 orbital_gap_ev=10.525 largest_force_ev_per_a=1.5 total_charge=0
C 0.6083 1.3280 1.7055
C -0.1009 2.3148 0.7790
C -0.0313 1.9267 -0.7208
C -1.4213 1.5636 -1.2871
C -1.6518 0.0685 -1.0791
C -3.1006 -0.3383 -1.3158
C -3.3925 -1.7313 -0.6964
C -4.3966 -1.6675 0.4498
C -3.8078 -0.9843 1.6808
C -4.8690 -0.4966 2.6792
Si -5.4449 1.2932 2.4912
C -5.2020 2.0387 0.7735
C -5.7210 3.4618 0.7848
O -4.9750 4.2449 -0.1109
C -7.2316 3.5670 0.5269
F -7.8355 4.1282 1.5634
F -7.8260 2.4109 0.3124
F -7.4900 4.3381 -0.5064
H 0.2426 1.4539 2.7205
H 0.4462 0.3057 1.3857
H 1.6747 1.5345 1.7221
H 0.3701 3.2848 0.8859
H -1.1497 2.4092 1.0417
H 0.3560 2.7770 -1.2674
H 0.5713 1.0464 -0.8505
H -2.1688 2.1163 -0.7353
H -1.4903 1.8270 -2.3350
H -0.9951 -0.5290 -1.7054
H -1.3653 -0.1336 -0.0520
H -3.7928 0.3812 -0.9000
H -3.2889 -0.3728 -2.3812
H -3.7334 -2.4194 -1.4588
H -2.4495 -2.1302 -0.3338
H -5.3088 -1.1783 0.1295
H -4.6303 -2.6988 0.6857
H -3.2421 -1.7604 2.1860
H -3.0852 -0.2269 1.3942
H -5.7300 -1.1544 2.7122
H -4.4175 -0.5537 3.6653
H -6.8943 1.3494 2.8039
H -4.7899 2.1739 3.4888
H -5.6900 1.4906 -0.0233
H -4.1428 2.1018 0.5535
H -5.5619 3.8964 1.7727
H -5.3022 5.1560 -0.0787
Cl 2.9634 -0.6527 -0.7518
C 3.5555 0.4310 -2.0128
Cl 2.2224 1.0867 -2.9648
H 4.0862 1.2520 -1.5468
H 4.2210 -0.1235 -2.6653
Cl 4.6279 -3.5992 -1.9295
C 4.1101 -4.6240 -0.5874
Cl 2.5944 -4.0573 0.1274
H 3.9648 -5.6323 -0.9575
H 4.8800 -4.6138 0.1750
Cl 5.8367 -7.3867 -0.6497
C 6.6172 -7.3698 -2.2389
Cl 7.0163 -5.7267 -2.7624
H 7.5297 -7.9487 -2.1826
H 5.9410 -7.8077 -2.9603
Cl 6.3653 -10.8633 -2.7888
C 7.1435 -10.8309 -4.3765
Cl 7.5369 -9.1818 -4.8817
H 8.0606 -11.4054 -4.3257
H 6.4676 -11.2640 -5.1040
Cl -2.9221 7.5037 -1.6386
C -3.8324 8.3417 -0.3812
Cl -5.3765 7.5429 -0.0453
H -3.2440 8.3519 0.5284
H -4.0358 9.3535 -0.7109
Cl 6.1257 1.7776 0.4740
C 5.2046 3.1992 0.9851
Cl 3.5023 3.0731 0.5265
H 5.2702 3.2863 2.0634
H 5.6301 4.0766 0.5129
Cl 6.6976 1.1579 5.4979
C 7.5038 1.1144 3.9263
Cl 7.9756 2.7304 3.3858
H 8.3948 0.5035 4.0079
H 6.8226 0.6922 3.1959